a | Formula: C21H29N3O4S2
Source: OMol25
Level of theory: the ωB97M-V functional and the def2-TZVPD basis

Computed properties:
Molecular weight = 451.61 g mol⁻¹
HOMO-LUMO gap = 9.678 eV
SMILES = O=C(CNC(=O)[C@]12C[C@H]3C[C@H](C[C@H](C3)C1)C2)N1CCN(S(=O)(=O)c2cccs2)CC1
Charge = 0
HOMO level = -9.190 eV
Lowest unoccupied orbital energy = 0.0179 hartree

The geometry in XYZ format:
```
59
Properties=species:S:1:pos:R:3:mulliken_charge:R:1
O -0.237 0.176 -4.664 -0.697
C 0.308 0.779 -3.760 1.122
C -0.444 1.878 -3.008 -1.366
N -0.979 1.417 -1.746 0.004
C -0.499 1.823 -0.557 -1.314
O 0.415 2.630 -0.467 -0.696
C -1.211 1.301 0.693 3.592
C -2.382 0.357 0.424 -1.810
C -3.025 -0.051 1.754 0.281
C -1.998 -0.773 2.624 -1.112
C -0.821 0.163 2.894 0.454
C -1.317 1.405 3.632 -1.647
C -2.355 2.123 2.770 0.517
C -3.531 1.188 2.490 -1.635
C -1.719 2.540 1.448 -1.823
C -0.183 0.572 1.568 -0.805
N 1.597 0.538 -3.423 0.119
C 2.344 1.112 -2.333 -1.236
C 2.503 0.065 -1.215 1.056
N 2.500 -1.282 -1.749 -0.073
S 1.054 -2.104 -1.573 1.005
O 1.033 -3.190 -2.500 -0.765
O -0.087 -1.233 -1.508 -0.513
C 1.271 -2.759 0.063 -0.076
C 2.388 -2.790 0.838 -0.076
C 2.155 -3.402 2.089 -0.780
C 0.870 -3.823 2.228 -0.392
S -0.079 -3.484 0.834 -0.144
C 3.091 -1.374 -3.068 -0.877
C 2.285 -0.556 -4.089 -0.899
H 0.179 2.754 -2.814 0.594
H -1.281 2.167 -3.653 0.423
H -1.544 0.585 -1.794 0.318
H -2.027 -0.539 -0.092 0.584
H -3.132 0.852 -0.198 0.575
H -3.865 -0.723 1.550 0.360
H -2.458 -1.074 3.569 0.642
H -1.651 -1.675 2.117 -0.126
H -0.074 -0.356 3.507 0.456
H -0.480 2.076 3.837 0.524
H -1.761 1.118 4.588 0.533
H -2.713 3.015 3.296 0.234
H -4.279 1.704 1.885 0.509
H -4.006 0.894 3.429 0.571
H -0.881 3.218 1.623 0.520
H -2.451 3.066 0.829 0.475
H 0.168 -0.320 1.040 -0.722
H 0.673 1.228 1.744 0.663
H 3.328 1.404 -2.719 0.324
H 1.853 1.991 -1.918 0.534
H 1.671 0.138 -0.516 -1.222
H 3.437 0.232 -0.667 0.645
H 3.332 -2.387 0.521 0.530
H 2.911 -3.519 2.845 0.434
H 0.424 -4.315 3.068 0.495
H 3.095 -2.427 -3.346 0.434
H 4.123 -1.018 -2.990 0.422
H 2.944 -0.159 -4.870 0.364
H 1.518 -1.178 -4.558 0.493
```

---

b | Formula: C21H29N3O4S2
Source: OMol25
Level of theory: the ωB97M-V functional and the def2-TZVPD basis

Computed properties:
Molecular weight = 451.61 g mol⁻¹
HOMO-LUMO gap = 7.024 eV
Charge = 0
HOMO level = -7.669 eV
Lowest unoccupied orbital energy = -0.0237 hartree

The geometry in XYZ format:
```
59
Properties=species:S:1:pos:R:3:mulliken_charge:R:1
C -3.699 -2.392 1.835 -0.942
C -2.428 -2.002 2.543 -0.295
O -1.391 -1.776 1.565 -0.256
C -0.242 -1.359 2.167 0.171
C 0.884 -1.319 1.266 -0.746
S 2.408 -1.149 1.976 0.526
C 2.500 -2.401 3.273 -1.104
C 3.331 -2.021 0.678 -1.018
O -0.188 -1.069 3.366 -0.764
H -4.493 -2.541 2.574 0.425
H -4.042 -1.620 1.137 0.041
H -3.568 -3.332 1.290 0.288
H -2.552 -1.088 3.131 0.318
H -2.073 -2.817 3.183 0.306
H 0.802 -1.694 0.251 0.945
H 1.709 -2.189 3.992 0.399
H 2.372 -3.379 2.799 0.321
H 3.495 -2.321 3.722 0.421
H 3.102 -1.577 -0.295 0.154
H 4.398 -1.922 0.910 0.446
H 3.009 -3.067 0.725 0.531
C -5.689 0.746 -0.561 -0.984
N -4.638 1.540 -1.176 0.131
C -4.910 1.911 -2.552 -0.985
C -3.316 1.446 -0.735 -0.328
C -2.653 0.208 -0.706 -0.454
C -1.310 0.158 -0.389 -0.109
C -0.615 1.280 0.082 -0.201
C 0.782 1.188 0.523 -0.227
C 1.852 1.164 -0.325 0.690
C 3.178 1.513 0.199 -0.320
O 3.351 1.941 1.342 -0.644
N 4.286 1.330 -0.666 0.161
C 5.600 1.597 -0.088 -1.039
C 4.212 0.621 -1.859 0.031
S 5.503 -0.206 -2.549 -0.250
N 2.958 0.679 -2.455 0.084
C 2.868 0.198 -3.832 -1.244
C 1.759 0.643 -1.696 0.715
O 0.736 0.180 -2.210 -0.620
C -1.304 2.514 0.100 -0.726
C -2.605 2.610 -0.349 -0.562
H -5.480 0.591 0.505 0.269
H -6.640 1.285 -0.663 0.312
H -5.797 -0.235 -1.049 0.334
H -4.083 2.508 -2.949 0.325
H -5.031 1.014 -3.183 0.296
H -5.841 2.491 -2.593 0.309
H -3.182 -0.702 -0.996 0.624
H -0.759 -0.758 -0.551 0.328
H 0.964 1.386 1.586 0.763
H 6.314 1.571 -0.915 0.433
H 5.574 2.583 0.393 0.308
H 5.866 0.825 0.650 0.304
H 1.857 0.384 -4.194 0.365
H 3.624 0.739 -4.415 0.401
H 3.109 -0.874 -3.870 0.397
H -0.755 3.394 0.440 0.501
H -3.121 3.568 -0.381 0.445
```

---

Relative energies in kJ/mol: a 0.0; b 354.4

---

a | Formula: C16H17NO
Source: OMol25
Level of theory: the ωB97M-V functional and the def2-TZVPD basis

Computed properties:
Molecular weight = 239.32 g mol⁻¹
HOMO-LUMO gap = 8.441 eV
SMILES = Cc1c[nH]c2ccccc12.Cc1ccc(O)cc1
Charge = 0
HOMO level = -7.686 eV
Lowest unoccupied orbital energy = 0.0278 hartree

The geometry in XYZ format:
```
35
Properties=species:S:1:pos:R:3:mulliken_charge:R:1
C -1.437 -1.639 3.342 -1.318
C -0.548 -0.571 2.750 0.470
C -1.051 0.263 1.784 -0.739
N -0.068 0.942 1.149 0.131
C 1.143 0.532 1.704 0.477
C 2.391 0.814 1.107 -0.794
C 3.406 -0.081 1.433 -0.279
C 3.218 -1.076 2.388 -0.764
C 2.014 -1.171 3.046 -0.361
C 0.895 -0.391 2.745 0.138
H -2.254 -1.886 2.659 0.359
H -1.986 -1.404 4.257 0.275
H -0.866 -2.554 3.523 0.334
H -2.120 0.346 1.675 0.440
H -0.223 1.805 0.642 0.165
H 2.680 1.771 0.695 0.351
H 4.397 0.029 1.010 0.366
H 3.990 -1.813 2.549 0.385
H 1.853 -1.940 3.804 0.321
C -1.273 2.645 -1.431 -1.840
C -1.078 1.378 -2.219 1.090
C -1.871 0.286 -1.906 -0.353
C -1.610 -0.974 -2.472 -0.552
C -0.669 -1.099 -3.507 0.484
O -0.404 -2.170 -4.309 -0.504
C -0.069 0.075 -3.935 -0.298
C -0.212 1.305 -3.288 -0.716
H -1.689 2.567 -0.422 0.362
H -1.875 3.420 -1.887 0.423
H -0.275 3.076 -1.284 0.404
H -2.423 0.149 -0.982 0.235
H -2.096 -1.892 -2.158 0.278
H -0.853 -2.973 -4.018 0.299
H 0.528 0.119 -4.839 0.353
H 0.435 2.112 -3.601 0.380
```

---

b | Formula: C16H17NO
Source: OMol25
Level of theory: the ωB97M-V functional and the def2-TZVPD basis

Computed properties:
Molecular weight = 239.32 g mol⁻¹
HOMO-LUMO gap = 8.311 eV
SMILES = Cc1c[nH]c2ccccc12.Cc1ccc(O)cc1
Charge = 0
HOMO level = -7.564 eV
Lowest unoccupied orbital energy = 0.0275 hartree

The geometry in XYZ format:
```
35
Properties=species:S:1:pos:R:3:mulliken_charge:R:1
C -0.648 1.119 0.919 -0.723
C 0.255 2.133 0.486 0.796
C -0.040 3.439 0.101 -0.866
N 1.137 4.098 -0.286 -0.229
C 2.218 3.289 0.104 0.255
C 3.495 3.588 0.363 -0.593
C 4.338 2.479 0.634 -0.591
C 3.811 1.291 1.113 -0.649
C 2.405 0.864 0.876 -0.577
C 1.680 2.017 0.379 0.796
H 0.021 0.163 1.294 0.018
H -1.342 0.656 0.177 0.116
H -1.366 1.442 1.838 0.238
H -0.989 3.822 -0.207 0.414
H 1.413 5.155 -0.092 0.294
H 3.858 4.616 0.387 0.315
H 5.443 2.593 0.787 0.295
H 4.335 0.530 1.494 0.477
H 1.846 -0.075 1.208 0.216
C -2.768 -1.581 -2.742 -1.352
C -2.435 -2.385 -1.562 0.661
C -3.135 -2.104 -0.354 -0.348
C -2.777 -2.827 0.847 -0.942
C -1.520 -3.494 0.808 1.065
O -1.052 -3.978 1.964 -0.531
C -0.650 -3.669 -0.336 -0.602
C -1.177 -3.218 -1.513 -0.491
H -2.232 -0.558 -2.670 0.214
H -3.800 -1.188 -2.666 0.367
H -2.718 -2.023 -3.715 0.406
H -3.720 -1.199 -0.396 0.361
H -3.410 -2.726 1.689 0.425
H -0.290 -4.574 1.904 0.311
H 0.402 -4.075 -0.393 0.247
H -0.587 -3.619 -2.438 0.205
```

---

c | Formula: C16H17NO
Source: OMol25
Level of theory: the ωB97M-V functional and the def2-TZVPD basis

Computed properties:
Molecular weight = 239.32 g mol⁻¹
HOMO-LUMO gap = 8.339 eV
SMILES = Cc1c[nH]c2ccccc12.Cc1ccc(O)cc1
Charge = 0
HOMO level = -7.643 eV
Lowest unoccupied orbital energy = 0.0256 hartree

The geometry in XYZ format:
```
35
Properties=species:S:1:pos:R:3:mulliken_charge:R:1
C 3.100 0.609 2.326 -1.359
C 2.368 -0.383 1.533 0.695
C 2.835 -1.025 0.424 -0.819
N 1.788 -1.926 0.074 0.013
C 0.668 -1.751 0.956 -0.538
C -0.640 -2.292 0.891 -0.667
C -1.516 -1.914 1.934 -0.863
C -1.070 -0.927 2.853 -0.458
C 0.137 -0.199 2.786 -1.017
C 1.012 -0.680 1.801 1.695
H 3.317 0.336 3.427 0.265
H 2.349 1.365 2.514 0.325
H 4.007 1.095 1.935 0.336
H 3.816 -1.034 -0.193 0.276
H 1.736 -2.418 -0.759 0.228
H -0.907 -2.986 0.191 0.590
H -2.492 -2.236 1.919 0.470
H -1.737 -0.677 3.632 0.404
H 0.380 0.422 3.588 0.442
C -1.246 3.406 -1.517 -1.411
C -1.270 2.048 -1.944 1.289
C -0.014 1.396 -2.027 -0.850
C -0.001 -0.046 -2.048 0.122
C -1.138 -0.777 -2.270 0.359
O -0.873 -2.121 -2.323 -0.488
C -2.356 -0.047 -2.383 -0.705
C -2.439 1.343 -2.079 -0.865
H -0.903 4.070 -2.310 0.309
H -0.403 3.594 -0.829 0.339
H -2.187 3.642 -1.039 0.376
H 0.887 2.003 -1.704 0.217
H 1.029 -0.478 -2.233 0.258
H -1.641 -2.672 -2.469 0.321
H -3.201 -0.460 -2.894 0.380
H -3.396 1.721 -1.765 0.327
```

---

Relative energies in kJ/mol: a 0.0; b 252.8; c 85.5

---

a | Formula: C5H9NS2
Source: OMol25
Level of theory: the ωB97M-V functional and the def2-TZVPD basis

Computed properties:
Molecular weight = 147.27 g mol⁻¹
HOMO-LUMO gap = 8.248 eV
SMILES = CN[C@H]1C[C@@H](S)C1=S
Charge = 0
HOMO level = -8.772 eV
Lowest unoccupied orbital energy = -0.0193 hartree

The geometry in XYZ format:
```
17
Properties=species:S:1:pos:R:3:mulliken_charge:R:1
C 2.135 -1.217 -0.111 -0.836
N 0.736 -1.531 -0.149 -0.380
C -0.054 -0.532 0.514 0.275
C 0.039 0.974 0.079 -0.901
C -1.524 0.973 0.191 0.248
S -2.442 1.848 -1.096 -0.211
C -1.528 -0.510 0.243 -0.610
S -2.663 -1.666 0.028 -0.243
H 2.682 -2.004 -0.679 0.335
H 2.419 -0.205 -0.487 0.288
H 2.510 -1.295 0.928 0.286
H 0.431 -1.470 -1.110 0.303
H 0.072 -0.658 1.570 0.412
H 0.429 1.009 -0.961 0.324
H 0.494 1.758 0.702 0.291
H -1.710 1.442 1.136 0.293
H -2.027 3.083 -0.798 0.126
```

---

b | Formula: C5H9NS2
Source: OMol25
Level of theory: the ωB97M-V functional and the def2-TZVPD basis

Computed properties:
Molecular weight = 147.27 g mol⁻¹
HOMO-LUMO gap = 8.295 eV
SMILES = NC1(C(=S)S)CCC1
Charge = 0
HOMO level = -8.626 eV
Lowest unoccupied orbital energy = -0.0122 hartree

The geometry in XYZ format:
```
17
Properties=species:S:1:pos:R:3:mulliken_charge:R:1
N 0.045 -0.373 1.693 -0.765
C -0.094 -0.016 0.248 1.071
C -1.540 -0.096 -0.020 -0.146
S -2.611 -1.316 -0.266 -0.247
S -2.208 1.541 -0.093 -0.166
C 0.719 -1.100 -0.506 -1.053
C 1.752 0.014 -0.783 -0.496
C 0.751 1.062 -0.086 -0.720
H -0.379 -1.300 1.907 0.316
H -0.532 0.413 2.199 0.335
H -3.328 0.972 -0.786 0.159
H 0.788 -1.843 0.231 0.371
H 0.334 -1.473 -1.480 0.296
H 2.034 0.468 -1.952 0.244
H 2.700 -0.149 -0.270 0.229
H 1.269 1.558 0.938 0.231
H 0.301 1.637 -0.975 0.340
```

---

Relative energies in kJ/mol: a 0.0; b 164.8

---

a | Formula: C4H5INO2
Source: OMol25
Level of theory: the ωB97M-V functional and the def2-TZVPD basis

Computed properties:
Molecular weight = 225.99 g mol⁻¹
HOMO-LUMO gap = 5.956 eV
Charge = -1
HOMO level = -3.576 eV
Lowest unoccupied orbital energy = 0.0875 hartree

The geometry in XYZ format:
```
13
Properties=species:S:1:pos:R:3:mulliken_charge:R:1
C 1.594 -3.956 1.457 0.737
C -0.535 0.417 0.435 -0.324
C -0.036 0.443 -0.981 -0.570
C 0.667 -0.281 0.077 0.431
N 1.738 -0.717 0.505 -0.705
O 1.225 -4.248 0.391 -0.360
O 2.006 -3.884 2.550 -0.389
I -2.155 3.077 2.262 -0.895
H -0.622 1.269 0.978 0.027
H -1.324 -0.232 0.469 0.287
H -0.491 -0.230 -1.656 0.223
H 0.232 1.383 -1.315 0.277
H 1.943 -0.962 1.463 0.260
```

---

b | Formula: C4H5INO2
Source: OMol25
Level of theory: the ωB97M-V functional and the def2-TZVPD basis

Computed properties:
Molecular weight = 225.99 g mol⁻¹
HOMO-LUMO gap = 5.833 eV
Charge = -1
HOMO level = -2.732 eV
Lowest unoccupied orbital energy = 0.1140 hartree

The geometry in XYZ format:
```
13
Properties=species:S:1:pos:R:3:mulliken_charge:R:1
C -0.346 -0.286 0.768 1.037
C 1.633 0.541 -1.760 0.769
C -1.583 -0.936 0.153 -1.157
C -0.214 0.998 0.462 -1.218
N 0.497 -1.253 1.236 -0.852
O 1.398 -0.572 -1.923 -0.388
O 2.111 1.587 -1.796 -0.403
I 1.423 2.345 1.092 -0.228
H -2.495 -0.461 0.419 0.322
H -1.355 -1.908 0.589 0.415
H -1.414 -0.878 -0.921 0.178
H -1.085 1.628 0.145 0.354
H 1.431 -0.805 1.536 0.171
```

---

Relative energies in kJ/mol: a 0.0; b 59.3